Version P
DFT (ωB97M-V/def2-TZVPD) results for an isolated molecule of C5H11NO2.

Each line ends with the Mulliken charge.
Element x y z (Å)
1 O -1.28654 -1.24004 -0.24481  -0.625
2 O 1.57968 -0.85543 -1.34586  -0.538
3 N -0.22480 0.18097 1.16564  0.084
4 C -0.37152 0.65443 -1.28367  -0.917
5 C 0.90314 1.07928 1.29153  -0.955
6 C -1.06193 0.01356 2.32653  -1.087
7 C -0.69290 -0.19278 -0.06997  0.732
8 C 0.92496 0.23045 -1.99462  -0.404
9 H -1.59383 0.92162 2.61482  0.333
10 H -1.77183 -0.77965 2.11538  0.378
11 H -1.19812 0.51065 -1.96841  0.364
12 H 1.16539 -1.68854 -1.59086  0.326
13 H 1.84895 0.53819 1.43554  0.225
14 H -0.49134 -0.30043 3.20093  0.360
15 H 1.68899 1.00658 -1.98074  0.297
16 H 0.77859 1.70211 2.18044  0.391
17 H 1.07446 1.66602 0.39371  0.334
18 H -0.32877 1.72741 -1.08984  0.399
19 H 0.77571 0.05853 -3.06272  0.305

Computed properties:
SMILES = CN(C)C(=O)CCO
2S+1 = 1
Lowest unoccupied orbital energy = 0.0323 hartree
Frontier orbital gap = 9.880 eV
HOMO level = -0.3308 Ha



Version Q
DFT (ωB97M-V/def2-TZVPD) results for a cluster of 2 separate species, C5H11NO2 in total.

Each line ends with the Mulliken charge.
Element x y z (Å)
1 O -1.95905 1.82984 0.43404  -0.319
2 O 0.13022 -1.56046 -0.74194  -0.578
3 N -2.93681 0.85378 0.30161  -0.368
4 C 0.86042 1.11753 -1.25267  -1.113
5 C 1.41529 0.37210 -0.04950  -0.377
6 C 0.75978 -1.02160 0.13853  0.837
7 C 1.36104 -1.79944 1.28788  -1.334
8 C -2.62843 -0.17848 -0.36857  -0.195
9 H 0.84442 -2.74940 1.40338  0.347
10 H -0.19960 1.31732 -1.11961  0.189
11 H 1.32624 -1.21294 2.20256  0.357
12 H 2.40718 -2.01068 1.07247  0.330
13 H 1.36101 2.07658 -1.36954  0.393
14 H 1.27589 0.94927 0.86693  0.307
15 H -3.42685 -0.87985 -0.55108  0.275
16 H 2.48847 0.20107 -0.16397  0.377
17 H -2.40304 2.56767 0.87545  0.340
18 H -1.66335 -0.39973 -0.80871  0.241
19 H 0.98716 0.52741 -2.15726  0.290

Computed properties:
SMILES = CCC(C)=O.C=NO
2S+1 = 1
Lowest unoccupied orbital energy = 0.0293 hartree
Frontier orbital gap = 10.472 eV
HOMO level = -0.3556 Ha



Quick look at relative energies in kcal/mol: version P 0.0; version Q 38.3.



Version P
DFT (ωB97M-V/def2-TZVPD) results for a structure of composition C6H16N2.

Each line ends with the Mulliken charge.
Element x y z (Å)
1 N 0.40792 -0.64883 0.09867  -0.706
2 N 3.90618 0.70906 0.23669  -0.572
3 C 0.43772 -1.13153 -1.25092  -0.970
4 C -2.02029 0.58995 0.49604  0.043
5 C 1.41238 0.40577 0.26702  -0.632
6 C -2.31818 -0.33372 -0.50250  -0.883
7 C 2.73855 -0.14347 0.33219  -0.054
8 C -3.51448 0.32007 0.84157  -1.386
9 H 2.78596 -1.02538 0.98744  0.451
10 H -1.33343 0.10687 1.27182  0.142
11 H -2.26908 -1.44864 -0.30165  0.273
12 H 2.86158 -0.53954 -0.66600  0.072
13 H -3.63351 0.93164 1.69797  0.574
14 H -4.30795 0.66713 0.13557  0.302
15 H -2.54247 -0.10099 -1.53532  0.233
16 H -0.30645 -1.95503 -1.35462  0.345
17 H 3.99676 1.58123 -0.26824  0.140
18 H 1.45094 1.05256 -0.73360  0.094
19 H 4.51546 0.67640 1.06538  0.152
20 H -1.65057 1.61711 0.40242  0.375
21 H 1.44018 -1.56660 -1.55917  0.299
22 H 0.33602 -0.35238 -2.01706  0.210
23 H 1.21475 1.25627 0.98111  0.201
24 H -3.60798 -0.66794 1.37518  0.296

Computed properties:
2S+1 = 2
Lowest unoccupied orbital energy (alpha / beta) = 0.1493 / 0.1443 hartree
Frontier orbital gap (alpha / beta) = 5.341 / 5.199 eV
Charge = -1
HOMO level (alpha / beta) = -0.0470 / -0.0467 Ha



Version Q
DFT (ωB97M-V/def2-TZVPD) results for the ion C6H16N2 with charge -1.

Each line ends with the Mulliken charge.
Element x y z (Å)
1 N -0.17859 0.62901 1.33134  0.156
2 N -0.03053 -1.73934 -0.60937  0.303
3 C 0.11636 1.94272 1.92236  -2.518
4 C -1.94580 1.55825 -0.23710  -2.888
5 C -0.73358 0.65632 -0.01268  1.423
6 C 1.36322 -1.38655 -0.31366  -0.547
7 C 2.25335 -1.81503 -1.49174  -1.189
8 C -1.12047 -0.74640 -0.51170  -3.236
9 H -0.25334 -2.54860 -0.05043  0.329
10 H 0.06004 0.99300 -0.69351  0.553
11 H 1.03929 1.79280 2.49075  0.306
12 H 2.04787 -1.29306 -2.42220  0.354
13 H -2.86935 1.15770 0.18471  0.666
14 H -1.36954 -0.53227 -1.54836  0.157
15 H -1.87681 -1.15263 0.13381  1.349
16 H 2.07880 -2.86511 -1.71845  0.338
17 H 0.24044 2.72267 1.17477  0.399
18 H -1.82031 2.61423 -0.00112  0.505
19 H -2.09323 1.62070 -1.32810  0.623
20 H 1.71052 -2.04319 0.48299  0.096
21 H 1.50305 -0.33834 -0.08169  0.082
22 H 3.31195 -1.63775 -1.28684  0.366
23 H -0.78864 0.11616 1.95921  0.547
24 H -0.64470 2.29471 2.62702  0.823

Computed properties:
2S+1 = 2
Lowest unoccupied orbital energy (alpha / beta) = 0.1432 / 0.1403 hartree
Frontier orbital gap (alpha / beta) = 2.505 / 8.846 eV
Charge = -1
HOMO level (alpha / beta) = 0.0512 / -0.1848 Ha



Version R
DFT (ωB97M-V/def2-TZVPD) results for a cluster of 2 separate species, C6H16N2 in total.

Each line ends with the Mulliken charge.
Element x y z (Å)
1 N -1.05847 -0.52092 0.01784  -0.673
2 N 2.59783 -0.34617 0.79965  -0.553
3 C -1.56126 0.69456 0.49578  -0.285
4 C 1.23689 -0.26280 1.05571  -1.041
5 C -3.04001 0.55043 0.92727  -1.230
6 C 0.29114 -0.57584 -0.23618  0.764
7 C 0.69228 -1.94371 -0.81134  -1.441
8 C 3.14765 0.95191 0.56100  -0.804
9 H -3.52152 1.52743 1.02989  0.359
10 H -1.91658 0.31170 -4.20156  0.003
11 H 0.75592 -1.96424 -1.87591  0.271
12 H -0.10560 -2.61267 -0.52344  0.405
13 H -3.02315 -0.01295 1.85303  0.261
14 H -3.62119 0.00127 0.18824  0.312
15 H -2.48088 -0.10448 -3.90088  -0.005
16 H 4.19811 0.92318 0.20380  0.293
17 H 2.58030 1.55842 -0.16097  0.273
18 H 0.93542 -1.03394 1.76504  0.444
19 H 0.67049 0.18348 -0.96706  0.181
20 H 1.62631 -2.28314 -0.38447  0.363
21 H 0.87902 0.68906 1.44370  0.460
22 H -1.47108 1.60568 -0.16173  0.235
23 H 3.26158 1.54397 1.48794  0.260
24 H -1.07321 1.11981 1.39468  0.149

Computed properties:
2S+1 = 2
Lowest unoccupied orbital energy (alpha / beta) = 0.1555 / 0.1444 hartree
Frontier orbital gap (alpha / beta) = 6.590 / 5.860 eV
Charge = -1
HOMO level (alpha / beta) = -0.0867 / -0.0709 Ha



Quick look at relative energies in kcal/mol: version P 102.2; version Q 0.0; version R 26.1.



Version P
DFT (ωB97M-V/def2-TZVPD) results for a cluster of 2 separate species, C4H13N2O in total.

Each line ends with the Mulliken charge.
Element x y z (Å)
1 O 1.74481 5.43140 -2.05541  -0.664
2 N -1.37851 0.19064 0.63080  -0.169
3 N -0.40536 0.85761 -1.23791  -0.410
4 C -0.40053 -2.21132 0.43839  -0.054
5 C -1.50816 0.87808 -0.54039  -0.359
6 C 0.65327 -3.00081 1.18719  -1.018
7 C -0.34081 -0.77711 1.06819  -1.032
8 H 0.40607 -3.16795 2.25060  0.353
9 H -0.11046 1.73366 -1.66638  0.144
10 H 0.04511 -2.15908 -0.59343  0.170
11 H -1.43720 -2.78802 0.35787  0.262
12 H -0.40826 -1.04310 2.20840  0.277
13 H 1.78284 -2.43652 1.02788  0.228
14 H 2.58837 6.03675 -1.83407  0.339
15 H -2.08403 0.78778 1.24994  0.221
16 H 0.56228 -4.04277 0.64829  0.283
17 H -2.41008 1.42435 -0.63382  0.455
18 H 1.98358 4.47366 -2.11039  0.323
19 H 0.14528 -0.03303 -1.14027  0.195
20 H 0.57178 -0.15422 0.74453  0.458

Computed properties:
2S+1 = 2
Lowest unoccupied orbital energy (alpha / beta) = 0.0262 / 0.0240 hartree
Frontier orbital gap (alpha / beta) = 5.217 / 9.037 eV
HOMO level (alpha / beta) = -0.1655 / -0.3081 Ha



Version Q
DFT (ωB97M-V/def2-TZVPD) results for a cluster of 2 separate species, C4H13N2O in total.

Each line ends with the Mulliken charge.
Element x y z (Å)
1 O 2.89195 0.12279 1.13850  -0.691
2 N 0.50045 -0.68097 -1.67522  -1.615
3 N -2.36667 0.67637 -0.01399  -0.411
4 C -0.48463 1.96039 0.73592  -0.969
5 C -0.34395 -1.33578 -0.64250  -1.558
6 C -0.38308 -0.53677 0.64798  -0.354
7 C -1.07965 0.78867 0.52855  0.387
8 H 3.76805 0.45445 0.90655  0.323
9 H 0.52799 2.11655 1.07180  0.348
10 H -1.00657 2.90404 0.58193  0.247
11 H -0.03663 0.03193 -2.20759  0.831
12 H 1.27297 -0.17559 -1.22329  0.275
13 H -0.87860 -1.14621 1.39671  0.330
14 H 3.09208 -0.73868 1.53857  0.312
15 H -1.32029 -1.54362 -1.06218  0.152
16 H -2.94569 1.49210 0.07376  0.235
17 H 0.09673 -2.31143 -0.46122  0.647
18 H 0.83993 -1.43905 -2.38312  1.120
19 H -2.78794 -0.23181 0.06902  0.202
20 H 0.64356 -0.40737 0.97981  0.190

Computed properties:
2S+1 = 2
Lowest unoccupied orbital energy (alpha / beta) = 0.0244 / 0.0168 hartree
Frontier orbital gap (alpha / beta) = 3.971 / 8.930 eV
HOMO level (alpha / beta) = -0.1215 / -0.3113 Ha



Version R
DFT (ωB97M-V/def2-TZVPD) results for a cluster of 2 separate species, C4H13N2O in total.

Each line ends with the Mulliken charge.
Element x y z (Å)
1 O 1.01037 1.93805 -2.27110  -0.701
2 N -0.67265 -0.62088 2.26076  -0.393
3 N 0.41131 -1.52580 -1.11117  -2.183
4 C -0.97716 0.09335 1.12853  0.286
5 C -2.15475 0.46954 0.64994  -0.879
6 C 0.29718 0.44587 0.31402  -0.309
7 C 1.14629 -0.76191 0.01123  -1.308
8 H -1.37244 -0.74730 2.97413  0.226
9 H 0.22852 -0.66919 2.68618  0.196
10 H 0.79768 -2.46883 -1.31477  1.284
11 H 0.07164 1.03585 -0.57176  0.104
12 H 1.93745 2.09641 -2.06309  0.340
13 H 0.89745 1.17465 0.87992  0.400
14 H 0.56288 2.81259 -2.28670  0.312
15 H 2.17120 -0.53282 -0.26978  0.383
16 H -0.58464 -1.71782 -0.79086  0.599
17 H 0.30631 -1.00389 -2.00660  0.548
18 H 1.24263 -1.43909 0.85733  0.502
19 H -2.19031 1.29263 -0.05358  0.280
20 H -3.12897 0.12859 0.97736  0.313

Computed properties:
2S+1 = 2
Lowest unoccupied orbital energy (alpha / beta) = 0.0206 / 0.0143 hartree
Frontier orbital gap (alpha / beta) = 3.728 / 8.769 eV
HOMO level (alpha / beta) = -0.1164 / -0.3079 Ha



Quick look at relative energies in kcal/mol: version P 33.5; version Q 0.0; version R 11.0.



Version P
DFT (ωB97M-V/def2-TZVPD) results for a cluster of 2 separate species, CH3BrO2S in total.

Each line ends with the Mulliken charge.
Element x y z (Å)
1 Br -2.26799 0.98023 -0.67459  -0.030
2 S -0.76022 -0.20026 0.36841  0.692
3 O -0.93525 -0.02559 1.78814  -0.461
4 O -0.57234 -2.21621 -0.83319  -0.434
5 C 0.88467 0.35861 -0.04861  -0.710
6 H 1.41839 0.92361 0.70594  0.332
7 H 0.80243 0.79869 -1.06997  0.305
8 H 1.43033 -0.61909 -0.23612  0.307

Computed properties:
2S+1 = 1
Lowest unoccupied orbital energy (alpha / beta) = -0.0827 / -0.0846 hartree
Frontier orbital gap (alpha / beta) = 8.226 / 8.178 eV
HOMO level (alpha / beta) = -0.3850 / -0.3851 Ha



Version Q
DFT (ωB97M-V/def2-TZVPD) results for an isolated molecule of CH3BrO2S.

Each line ends with the Mulliken charge.
Element x y z (Å)
1 Br -2.22143 1.16318 -0.01018  -0.168
2 S -0.63910 -0.54485 0.09615  0.941
3 O -0.82718 -1.13374 1.35648  -0.478
4 O -0.79925 -1.22072 -1.19083  -0.524
5 C 0.88576 0.36318 -0.02609  -0.680
6 H 1.02364 -0.11365 -1.00660  0.276
7 H 1.67288 0.06135 0.75417  0.275
8 H 0.90469 1.42525 0.02690  0.358

Computed properties:
SMILES = CS(=O)(=O)Br
2S+1 = 1
Lowest unoccupied orbital energy = -0.0223 hartree
Frontier orbital gap = 10.182 eV
HOMO level = -0.3965 Ha



Quick look at relative energies in kcal/mol: version P 113.8; version Q 0.0.



Version P
DFT (ωB97M-V/def2-TZVPD) results for an isolated molecule of CH3BrO2S.

Each line ends with the Mulliken charge.
Element x y z (Å)
1 Br 2.09856 -1.10670 0.00604  -0.105
2 S 0.63383 0.58289 0.14504  0.961
3 O 0.75104 1.41492 1.38916  -0.505
4 O 0.72799 1.42867 -1.17001  -0.537
5 C -0.81145 -0.45759 -0.01374  -0.878
6 H -0.64865 -1.43617 0.32917  0.410
7 H -1.72262 0.00706 0.39666  0.307
8 H -1.02869 -0.43308 -1.08232  0.346

Computed properties:
SMILES = CS(=O)(=O)Br
2S+1 = 1
Lowest unoccupied orbital energy = -0.0368 hartree
Frontier orbital gap = 10.007 eV
HOMO level = -0.4045 Ha



Version Q
DFT (ωB97M-V/def2-TZVPD) results for a cluster of 2 separate species, CH3BrO2S in total.

Each line ends with the Mulliken charge.
Element x y z (Å)
1 Br 2.87745 1.45063 -0.07858  -0.006
2 S 0.42926 -1.83153 -0.43947  0.492
3 O 0.10219 -1.92147 0.94196  -0.459
4 O -0.03256 -0.36049 -0.90102  -0.281
5 C -0.74845 0.50415 -0.01230  -0.520
6 H -0.20326 1.37356 -0.00849  0.236
7 H -1.74162 0.76900 -0.41683  0.220
8 H -0.68300 0.01614 0.91472  0.317

Computed properties:
2S+1 = 1
Lowest unoccupied orbital energy (alpha / beta) = -0.0164 / -0.1381 hartree
Frontier orbital gap (alpha / beta) = 10.980 / 4.396 eV
HOMO level (alpha / beta) = -0.4199 / -0.2997 Ha



Quick look at relative energies in kcal/mol: version P 0.0; version Q 34.5.